No. 1
C39H64FN3O4PS2W as an isolated structure. Source: the Open Molecules 2025 dataset; level of theory: wB97M-V/def2-TZVPD.

Last column: Mulliken spin population.
Geometry (Å):
N1 2.304 2.085 1.391  0.019
S1 -0.535 0.723 -3.062  -0.011
H1 -4.205 4.258 3.979  0.000
C1 -2.704 -2.819 -2.312  0.006
H2 -3.424 -0.461 8.105  0.000
C2 -2.303 0.874 6.813  -0.001
H3 3.725 3.232 -5.123  0.000
C3 -2.182 2.413 3.271  -0.001
H4 -1.646 6.561 -2.445  0.000
C4 1.019 -6.557 -2.471  0.000
H5 -2.824 -1.242 6.640  0.000
C5 -0.500 -7.299 -0.623  0.000
H6 2.299 4.056 -5.772  0.000
H7 -2.628 4.985 4.337  0.000
H8 -3.206 2.766 0.666  0.000
H9 -3.140 -2.511 -4.413  0.000
H10 1.899 -0.774 3.162  -0.001
H11 2.046 -1.547 0.595  0.000
H12 -3.083 1.931 8.518  0.000
H13 -0.485 -0.299 7.127  0.000
P1 0.235 2.536 -2.880  0.022
H14 1.061 2.719 2.974  -0.001
C6 -3.300 4.675 3.535  0.000
H15 2.339 1.171 -4.713  0.000
C7 -0.964 0.602 7.513  0.000
H16 2.983 2.665 -6.626  0.000
H17 -4.484 2.808 1.890  0.000
C8 1.359 0.208 -0.951  -0.021
H18 -0.725 4.725 2.763  0.000
H19 -3.588 5.567 2.978  0.000
H20 -0.172 -8.332 -0.754  0.000
C9 0.311 -2.681 0.150  0.008
H21 -1.747 4.989 -1.628  -0.001
H22 -1.216 -0.910 5.052  0.000
H23 -2.847 3.026 5.191  0.000
H24 -1.386 -7.147 -1.242  0.000
C10 2.662 0.782 1.921  0.008
C11 0.748 -3.997 0.041  0.001
C12 -1.265 0.157 3.217  -0.007
H25 -4.030 4.284 1.032  0.000
H26 0.927 2.011 -5.365  0.000
C13 1.845 -6.645 -0.132  0.000
C14 -3.432 -1.522 -1.934  -0.021
C15 -2.393 2.222 4.636  -0.003
H27 1.366 -7.583 -2.615  0.000
C16 -1.463 -3.153 -1.467  -0.009
C17 1.886 2.151 -4.862  0.000
H28 -3.909 2.339 7.016  0.000
H29 -3.380 -4.912 -2.514  0.000
H30 3.164 3.586 0.212  -0.001
C18 3.410 2.596 0.595  0.004
C19 0.150 -4.893 -0.827  0.000
H31 -1.731 5.309 1.430  0.000
H32 1.820 -5.878 -2.767  0.000
N2 2.418 -0.125 -1.273  0.029
C20 1.112 -1.806 1.086  0.020
C21 -1.589 1.349 2.582  0.005
C22 -2.935 2.111 7.452  0.000
H33 -1.434 -5.137 -2.223  0.000
H34 -0.792 -7.161 0.419  0.000
H35 1.619 -6.532 0.930  0.000
S2 0.517 3.003 -0.948  -0.027
H36 0.959 0.700 3.212  -0.004
F1 -2.207 1.646 -1.048  0.027
H37 -0.545 5.446 -4.410  0.000
C23 -1.409 4.415 1.969  -0.001
H38 -0.865 3.783 1.272  -0.001
H39 0.175 -6.392 -3.142  0.000
C24 -0.950 -4.442 -1.552  0.001
H40 -4.205 -0.147 6.547  0.000
C25 -2.626 3.698 2.567  -0.004
H41 -2.874 -0.623 -2.179  0.010
H42 -1.120 0.465 8.585  0.000
H43 3.107 0.203 1.113  -0.001
C26 -3.245 -0.317 7.037  0.000
O1 1.677 2.716 -3.538  0.000
H44 -1.541 -1.934 -3.927  0.000
H45 -1.414 -1.391 1.742  -0.002
H46 2.692 -6.002 -0.377  0.000
C27 1.496 0.037 2.538  -0.007
H47 2.153 -7.679 -0.298  0.000
H48 3.433 0.879 2.709  0.001
C28 2.778 3.086 -5.641  0.000
H49 1.363 -2.429 1.957  0.001
C29 1.954 3.033 2.433  0.002
C30 -1.731 5.484 -2.599  0.002
H50 1.732 3.998 1.976  0.001
H51 -4.368 -1.487 -2.496  -0.002
C31 -1.493 0.024 4.576  0.000
H52 -0.371 -1.762 3.109  0.000
C32 0.629 -6.332 -1.004  0.000
H53 2.773 3.174 3.161  0.001
H54 3.586 1.934 -0.252  -0.002
C33 -0.672 -0.964 2.417  0.019
H55 -4.035 -4.060 -1.113  0.000
C34 -2.275 -2.728 -3.783  0.001
H56 -2.670 5.276 -3.109  0.000
C35 -3.738 -3.947 -2.158  0.000
H57 -2.296 2.990 7.350  0.000
O2 -1.372 1.406 1.245  -0.032
C36 -0.767 -2.264 -0.633  0.018
N3 0.507 -0.563 1.605  -0.063
H58 -0.277 1.437 7.370  0.000
O3 -0.703 3.568 -3.646  0.004
H59 -3.679 -1.493 -0.872  0.000
O4 -1.162 -0.965 -0.559  0.098
C37 -0.564 4.988 -3.421  -0.003
H60 4.335 2.675 1.190  0.003
H61 -4.628 -3.698 -2.739  0.000
W1 -0.617 0.819 -0.361  0.915
H62 0.390 5.198 -2.932  0.000
H63 -1.829 -3.665 -4.124  0.000
H64 1.589 -4.301 0.652  0.000
C38 -2.062 1.054 5.315  0.004
C39 -3.642 3.360 1.466  -0.001

Cartesian forces, eV/Å:
0.082 -0.017 0.035
0.102 0.028 0.002
-0.004 -0.025 -0.003
-0.002 0.014 0.008
0.001 -0.003 0.007
-0.008 -0.001 -0.010
-0.001 -0.001 0.002
-0.018 -0.042 -0.062
0.001 0.001 -0.005
0.007 0.002 -0.004
0.003 -0.007 -0.002
0.009 0.003 0.006
-0.001 0.003 -0.002
-0.001 0.016 0.004
-0.014 0.015 0.017
-0.009 0.002 -0.002
-0.044 -0.009 0.002
0.002 0.010 0.008
-0.001 -0.001 0.007
0.003 -0.007 -0.002
0.101 0.188 0.040
0.001 0.003 0.006
0.002 0.005 -0.015
0.007 0.005 -0.025
0.002 0.004 0.003
0.003 -0.003 -0.001
-0.018 0.004 -0.012
0.068 -0.090 -0.147
0.018 0.009 -0.006
0.006 0.016 0.015
0.003 -0.008 -0.001
-0.106 -0.026 -0.132
0.003 -0.003 0.003
-0.004 -0.002 0.019
-0.007 0.005 0.008
-0.009 -0.001 -0.008
-0.020 0.005 0.007
-0.011 0.035 0.015
-0.004 0.003 0.117
0.008 0.014 -0.013
-0.013 0.031 0.004
-0.006 -0.013 -0.003
-0.031 0.009 -0.006
0.031 0.008 0.063
0.003 -0.009 -0.004
0.047 -0.045 0.032
0.088 0.034 0.099
-0.009 0.000 -0.004
0.004 -0.002 -0.009
-0.006 -0.011 0.001
0.001 0.014 -0.007
-0.017 -0.017 -0.020
-0.010 0.007 -0.003
0.004 0.004 -0.001
-0.030 0.001 0.001
0.058 -0.116 -0.027
-0.094 -0.017 -0.100
0.004 -0.008 0.008
-0.002 -0.006 -0.003
-0.002 0.002 0.008
-0.003 -0.002 0.007
-0.161 -0.055 -0.009
0.018 0.028 -0.026
-0.079 0.020 0.046
0.008 -0.005 0.008
0.004 0.011 0.025
-0.011 -0.009 -0.009
-0.008 0.000 -0.008
-0.001 -0.001 0.004
-0.005 0.001 -0.004
0.018 -0.009 0.007
0.018 -0.011 0.001
0.001 -0.003 0.009
0.009 0.000 0.012
0.000 0.005 0.002
-0.290 -0.112 -0.171
0.004 0.012 0.006
-0.001 0.009 0.016
0.007 0.006 -0.004
0.029 0.061 0.011
0.002 0.001 0.001
-0.010 0.001 -0.005
0.011 -0.013 0.028
0.010 0.022 -0.015
-0.012 0.000 -0.004
0.012 -0.009 0.008
0.002 -0.002 0.013
-0.013 -0.004 0.007
0.014 -0.037 -0.071
0.024 0.010 -0.020
0.008 0.016 0.015
-0.004 0.004 -0.006
0.002 0.004 0.007
-0.024 -0.056 0.040
-0.003 -0.001 0.008
0.014 -0.006 -0.012
-0.003 -0.005 -0.004
-0.017 -0.003 -0.015
0.007 0.005 -0.002
-0.146 0.324 0.308
0.120 0.135 0.257
-0.226 -0.012 -0.131
0.004 0.006 -0.002
-0.012 -0.190 -0.037
0.003 0.007 -0.002
-0.207 -0.403 -0.293
0.010 0.090 0.005
0.000 0.005 0.002
-0.006 -0.002 0.001
0.726 0.174 0.090
-0.013 -0.009 0.007
-0.001 -0.004 -0.001
0.006 -0.006 0.002
-0.008 0.036 -0.005
-0.006 -0.032 -0.009

Summary:
E_LUMO (alpha / beta), eV: -0.55 / -0.25
2S+1: 2
ΔE to the lowest compared entry with this formula, charge and spin, kcal per mole: 13.2
<S²>: 0.755


No. 2
CH9Li3N2O4 as an isolated structure in a non-equilibrium geometry. Source: the Open Molecules 2025 dataset; level of theory: wB97M-V/def2-TZVPD.

Last column: natural (NBO) charge in e.
Geometry (Å):
H1 -1.901 3.010 -1.675  0.423
H2 0.298 3.737 -2.136  0.429
Li1 1.849 -0.147 -0.739  0.954
H3 0.632 -1.586 0.806  0.494
H4 -1.128 -3.585 1.744  0.474
H5 -1.986 -0.892 1.063  0.470
H6 -2.107 1.516 -0.756  0.437
Li2 1.707 -2.827 -0.735  0.984
O1 -0.360 -3.703 2.313  -0.903
N1 -1.560 2.120 -1.355  -0.776
O2 0.195 0.903 -0.612  -0.887
H7 0.352 -3.185 1.930  0.432
H8 1.595 2.721 -1.686  0.401
O3 1.594 -1.582 0.694  -1.457
H9 -0.804 0.051 0.640  0.471
C1 -0.235 1.934 -1.222  0.807
Li3 2.789 -1.309 2.145  0.992
O4 -1.535 -0.068 1.268  -0.953
N2 0.607 2.891 -1.687  -0.794

Cartesian forces, eV/Å:
-0.353 -0.089 0.069
-0.155 -0.053 -0.025
-0.990 0.815 0.642
0.030 0.506 0.445
-0.084 -0.068 0.123
-0.142 0.069 -0.024
-0.368 0.278 -0.155
-0.074 -0.637 0.415
0.130 -0.010 -0.145
1.102 -0.342 0.276
1.277 -0.131 -0.937
-0.069 -0.020 0.053
0.036 0.087 0.078
0.752 -0.230 -1.313
-0.433 0.156 -0.077
-0.233 0.746 0.262
-0.440 -0.094 0.140
0.338 -0.211 0.072
-0.325 -0.773 0.101

Summary:
E_LUMO, eV: -8.40
Total charge: +2
ΔE to the lowest compared entry with this formula, charge and spin, kcal per mole: 0.0


No. 3
A 6-piece molecular cluster, C14H32O10S4 overall in a non-equilibrium geometry. Source: the Open Molecules 2025 dataset; level of theory: wB97M-V/def2-TZVPD.

Last column: natural (NBO) charge in e.
Geometry (Å):
H1 -1.808 -3.911 1.608  0.182
C1 0.804 1.748 3.067  0.977
H2 -0.324 -2.435 -0.631  0.225
C2 -3.687 0.228 3.754  -0.822
C3 3.991 2.947 -0.409  -0.814
S1 -1.020 -3.038 -6.444  1.160
O1 -0.607 -2.955 5.619  -0.574
H3 0.475 -1.223 -6.615  0.223
O2 -1.108 0.235 0.472  -0.963
H4 3.100 2.991 -1.035  0.220
C4 0.933 -0.024 -1.515  -0.795
H5 -4.120 0.275 0.779  0.222
O3 1.920 2.242 2.690  -0.481
O4 0.922 0.429 3.130  -0.482
O5 -2.498 -3.232 -6.916  -0.947
O6 -1.181 -3.919 3.622  -0.497
H6 2.606 -0.592 3.577  0.207
H7 4.642 6.041 -1.102  0.246
O7 -6.234 0.615 2.935  -0.977
C5 -0.479 -1.426 -7.103  -0.813
H8 4.704 5.804 -2.763  0.234
C6 -4.255 1.234 1.278  -0.832
H9 -0.642 -1.410 1.871  0.230
C7 2.985 1.304 2.492  -0.100
H10 -3.614 0.214 4.841  0.242
C8 2.221 0.010 2.754  -0.094
O8 -1.372 -1.746 3.864  -0.468
C9 4.304 5.338 -1.863  -0.818
H11 -3.919 -0.802 3.484  0.224
O9 6.458 4.212 -0.426  -0.933
H12 3.218 5.314 -1.956  0.232
H13 -2.074 -2.240 -0.910  0.251
H14 3.837 1.368 3.168  0.204
H15 -0.940 -2.062 -2.235  0.226
H16 -1.051 -1.700 -4.544  0.221
H17 1.563 -0.565 -0.810  0.222
S2 -0.890 -0.060 -1.030  1.197
H18 -5.035 1.791 0.759  0.227
H19 -3.323 1.753 1.050  0.243
H20 -0.558 -1.347 -8.187  0.264
S3 5.308 3.792 -1.385  1.168
C10 -1.372 -1.993 2.432  -0.114
H21 -0.141 -3.706 1.891  0.160
H22 4.366 1.924 -0.451  0.216
H23 -0.177 -3.246 -4.091  0.232
C11 -1.018 -2.788 -4.610  -0.832
H24 1.295 1.004 -1.522  0.237
H25 0.982 -0.471 -2.508  0.228
H26 -2.331 -1.898 1.924  0.193
C12 -1.083 -1.869 -1.172  -0.821
S4 -4.918 1.362 3.005  1.228
C13 -1.114 -3.462 2.318  -0.090
H27 -2.758 0.437 3.223  0.243
H28 3.770 3.199 0.628  0.248
H29 -1.862 -3.331 -4.185  0.264
H30 -1.139 -0.637 -6.743  0.228
O10 -0.218 2.400 3.173  -0.587
H31 3.360 1.225 1.471  0.187
H32 2.161 -0.504 1.795  0.172
C14 -1.054 -2.845 4.490  0.972

Cartesian forces, eV/Å:
-0.439 -0.414 0.590
-3.874 0.238 -0.474
0.068 0.269 0.211
0.006 -0.403 -0.628
0.468 -0.442 -0.848
-2.467 -1.470 -1.719
-1.478 0.322 -2.191
0.389 -0.056 -0.673
0.909 -0.155 -2.605
-0.106 0.042 0.111
-0.756 -0.033 0.642
-0.482 -0.468 0.757
4.401 2.969 -1.204
-0.890 -1.310 0.622
2.832 0.648 1.305
-0.089 -0.608 1.542
0.144 -0.172 -0.360
-0.442 -0.020 0.393
1.050 0.793 0.257
-0.709 0.528 1.548
0.163 -0.608 -0.291
-0.226 0.928 -0.337
-0.144 0.389 0.730
-0.655 -1.399 0.502
0.004 0.662 -0.145
-0.095 -0.311 0.032
-0.234 1.508 -1.471
1.396 0.408 0.537
-0.509 0.062 -0.259
-2.574 -0.569 -1.937
0.142 -0.583 0.314
-0.051 0.543 0.165
-0.281 0.860 0.154
-0.029 -0.145 0.008
-0.236 -0.103 0.826
-0.257 -0.278 0.053
0.053 -0.236 2.348
-0.080 -0.141 -0.232
0.126 0.280 0.742
0.539 -0.692 0.130
0.758 1.402 1.638
-0.311 -0.056 -0.689
0.421 0.075 0.189
-0.141 -0.154 0.232
0.522 0.306 -0.566
-0.054 0.409 -0.771
-0.378 0.050 -0.158
0.054 0.086 0.012
-0.320 1.137 0.843
0.445 0.030 -0.762
-0.144 -1.925 -0.714
0.884 -0.453 -1.181
0.263 0.324 0.572
0.357 0.667 -0.263
-0.457 0.486 -0.458
-0.347 -0.087 0.230
1.545 -1.308 0.452
-0.234 0.895 0.056
-0.193 -0.638 0.335
1.746 -2.078 1.857

Summary:
E_LUMO, eV: -0.54
ΔE to the lowest compared entry with this formula, charge and spin, kcal per mole: 70.2


No. 4
One molecule with the formula C5H5NO in a non-equilibrium geometry. Source: the Open Molecules 2025 dataset; level of theory: wB97M-V/def2-TZVPD.

Last column: natural (NBO) charge in e.
Geometry (Å):
O1 0.411 0.172 -1.781  -0.629
H1 1.298 0.546 -1.905  0.508
C1 -1.310 -0.329 -0.302  -0.583
C2 0.129 0.103 -0.484  0.515
H2 -2.000 0.379 -0.775  0.276
H3 2.909 -0.040 0.052  0.092
H4 -1.427 -1.282 -0.834  0.281
C3 0.941 0.441 0.573  -0.533
N1 -2.005 -0.679 2.202  -0.281
H5 0.323 0.664 1.445  0.235
C4 2.335 0.558 0.793  -0.155
C5 -1.693 -0.523 1.099  0.274

Cartesian forces, eV/Å:
0.335 -0.101 0.308
0.003 -0.158 0.087
0.018 0.000 0.004
-0.093 0.067 0.015
0.148 -0.052 0.046
-0.203 0.239 -0.295
0.015 0.142 0.042
0.020 0.132 0.189
0.304 0.163 -1.241
0.072 -0.104 0.095
-0.281 -0.178 -0.289
-0.338 -0.149 1.038

Summary:
E_LUMO (alpha / beta), eV: -1.04 / -1.04
ΔE to the lowest compared entry with this formula, charge and spin, kcal per mole: 105.1


How do the records compare in total energy? In the order shown, they have -89650.204 -12957.410 -78846.386 -8798.863 eV.
How do the records compare in M? In the order shown, they have 936.90 133.92 488.67 95.10 u.